No. 1
9 unconnected molecules or ions with the total composition C24H62O12. Source: the OMol25 dataset; level of theory: wB97M-V/def2-TZVPD.

Last column: Mulliken charge in e.
CARTESIAN COORDINATES (ANGSTROEM)
C1 3.948 -2.321 0.395  0.28
C2 3.854 -1.944 1.841  -0.24
C3 3.552 -3.333 2.443  -0.63
O1 2.807 -4.039 1.529  -0.48
C4 3.270 -3.587 0.246  -0.05
H1 4.962 -2.361 -0.003  0.44
H2 3.408 -1.619 -0.241  -0.40
H3 3.076 -1.229 2.107  -0.18
H4 4.738 -1.464 2.259  0.39
H5 3.103 -3.343 3.436  0.41
H6 4.473 -3.899 2.577  0.33
H7 2.386 -3.458 -0.378  -0.07
H8 3.843 -4.270 -0.381  0.26
C5 2.790 -4.035 -4.187  -0.78
C6 4.107 -3.425 -3.881  -0.38
C7 3.660 -1.940 -3.810  -0.67
O2 2.336 -1.927 -3.219  -0.26
C8 1.712 -3.163 -3.565  -0.39
H9 2.691 -5.070 -3.862  0.37
H10 2.747 -4.100 -5.274  0.31
H11 4.929 -3.621 -4.570  0.41
H12 4.409 -3.856 -2.927  0.06
H13 3.699 -1.413 -4.764  0.35
H14 4.324 -1.290 -3.239  0.39
H15 0.947 -3.029 -4.329  0.24
H16 1.279 -3.689 -2.715  0.34
C9 -3.407 0.014 1.335  -0.31
O3 -2.910 -0.698 0.225  -0.59
H17 -2.517 0.618 1.512  -0.17
H18 -4.303 0.563 1.045  0.34
H19 -3.521 -0.720 2.133  0.26
H20 -1.994 -0.952 0.359  0.27
C10 -2.791 -2.931 -2.148  -0.43
O4 -3.227 -1.609 -2.306  -0.56
H21 -3.507 -3.517 -1.571  0.30
H22 -2.760 -3.330 -3.162  0.22
H23 -1.809 -2.896 -1.676  0.08
H24 -3.356 -1.234 -1.432  0.47
C11 2.120 2.990 -4.462  -0.49
O5 1.898 3.255 -3.057  -0.55
H25 2.768 3.743 -4.909  0.32
H26 2.567 2.036 -4.744  0.15
H27 1.155 2.926 -4.965  0.22
H28 1.394 2.539 -2.663  0.39
C12 -0.508 -0.341 -6.854  -0.76
O6 0.433 0.052 -5.801  -0.38
H29 -1.249 0.444 -7.004  0.28
H30 0.100 -0.368 -7.759  0.27
H31 -0.935 -1.331 -6.694  0.32
H32 -0.010 -0.193 -4.985  0.11
C13 0.630 1.636 4.775  -0.95
O7 -0.792 1.691 5.080  -0.14
C14 -1.147 1.848 6.356  -0.82
C15 -1.230 0.574 7.082  -0.45
O8 -2.259 -0.379 6.605  -0.32
C16 -2.309 -1.614 7.471  -0.75
H33 0.862 2.244 3.901  0.28
H34 1.003 0.625 4.611  0.30
H35 1.313 1.928 5.573  0.44
H36 -2.172 2.217 6.400  0.27
H37 -0.503 2.597 6.817  0.48
H38 -1.463 0.739 8.134  0.44
H39 -0.267 0.065 7.101  0.35
H40 -2.531 -1.296 8.489  0.30
H41 -1.370 -2.168 7.477  0.30
H42 -3.149 -2.277 7.261  0.27
C17 -0.840 3.418 0.602  -0.30
O9 -1.028 4.182 1.725  -0.39
C18 -2.098 3.706 2.569  -0.22
C19 -3.483 3.777 1.928  -0.38
O10 -3.742 5.076 1.506  -0.40
C20 -4.781 5.130 0.478  -0.75
H43 0.236 3.309 0.468  0.38
H44 -1.279 3.953 -0.240  0.32
H45 -1.257 2.419 0.725  -0.06
H46 -2.092 4.332 3.462  0.32
H47 -1.837 2.730 2.978  0.11
H48 -4.189 3.421 2.678  0.51
H49 -3.643 3.000 1.180  0.18
H50 -5.124 6.163 0.435  0.28
H51 -5.611 4.455 0.689  0.35
H52 -4.446 4.879 -0.528  0.26
C21 -1.157 2.008 -3.100  -0.75
O11 0.030 1.473 -2.440  0.32
C22 0.093 0.046 -2.317  -0.25
C23 0.786 -0.518 -1.032  -0.72
O12 -0.160 -0.307 0.021  0.22
C24 0.340 -0.174 1.348  -1.02
H53 -1.343 1.504 -4.049  0.29
H54 -0.797 3.017 -3.302  0.30
H55 -1.976 1.843 -2.401  0.28
H56 0.734 -0.331 -3.114  -0.10
H57 -0.901 -0.390 -2.417  0.86
H58 1.758 -0.091 -0.785  0.58
H59 1.005 -1.581 -1.133  -0.01
H60 0.526 -1.198 1.671  0.42
H61 -0.302 0.315 2.081  0.12
H62 1.283 0.367 1.274  0.43

total charge: +1
total energy: -1853.8322 a.u.
spin multiplicity: 2

=====

No. 2
A molecular structure, C24H63B3NO6Sn2. Source: the OMol25 dataset; level of theory: wB97M-V/def2-TZVPD.

Last column: Mulliken charge in e.
CARTESIAN COORDINATES (ANGSTROEM)
Sn1 -0.307 -0.110 -0.159  0.19
Sn2 -3.083 -3.807 -0.689  1.06
B1 -2.770 -0.767 -2.165  2.11
H1 -2.554 -0.227 -3.073  -0.55
H2 -2.773 -0.073 -1.338  -1.00
H3 -3.683 -1.337 -2.240  -0.16
H4 -2.007 -1.484 -1.906  -0.91
B2 0.190 -3.495 -0.895  2.40
H5 -0.279 -3.165 -1.808  -0.41
H6 -0.106 -2.794 -0.130  -1.35
H7 -0.161 -4.472 -0.602  -0.32
H8 1.265 -3.405 -0.935  -0.67
B3 -2.329 -1.812 1.682  3.93
H9 -3.128 -1.726 2.402  -0.21
H10 -2.618 -1.416 0.721  -1.26
H11 -1.502 -1.221 2.045  -1.46
H12 -2.040 -2.851 1.675  -0.60
C1 0.020 3.739 1.442  -0.95
C2 1.041 2.896 2.146  -0.70
N1 0.502 1.557 2.548  0.84
C3 -0.691 1.616 3.395  -0.07
C4 -0.565 2.468 4.660  -1.44
C5 1.556 0.744 3.128  -1.49
C6 1.288 -0.762 3.373  -0.34
H13 -0.542 3.182 0.692  0.08
H14 0.479 4.621 0.995  0.48
H15 -0.687 4.162 2.155  0.30
H16 1.917 2.760 1.512  0.36
H17 1.377 3.496 2.992  0.42
H18 -1.436 2.011 2.704  0.04
H19 -0.994 0.625 3.732  0.26
H20 0.315 2.225 5.254  0.29
H21 -0.558 3.540 4.463  0.30
H22 -1.473 2.322 5.246  0.44
H23 1.900 1.199 4.057  0.44
H24 2.455 0.871 2.523  0.42
H25 0.811 -1.206 2.500  -0.36
H26 0.563 -0.867 4.180  0.50
H27 2.165 -1.391 3.524  0.52
C7 -0.884 -3.836 4.922  -1.00
C8 0.566 -3.980 4.557  0.86
O1 1.473 -3.558 5.276  -0.57
C9 0.878 -4.587 3.221  -0.64
H28 -1.350 -3.087 4.282  -0.06
H29 -0.962 -3.445 5.936  0.36
H30 -1.427 -4.780 4.862  0.42
H31 0.379 -5.524 2.973  0.49
H32 1.934 -4.791 3.044  0.34
H33 0.563 -3.887 2.447  -0.23
C10 -0.459 2.235 -4.414  -1.14
C11 -1.227 2.455 -3.118  0.82
O2 -0.666 2.374 -2.015  -0.27
C12 -2.685 2.850 -3.216  -0.97
H34 -0.803 1.396 -5.019  0.24
H35 0.610 2.117 -4.240  0.00
H36 -0.542 3.129 -5.032  0.47
H37 -2.772 3.803 -3.738  0.45
H38 -3.101 2.911 -2.210  -0.13
H39 -3.224 2.030 -3.690  0.36
C13 -0.063 -1.452 -4.774  -1.36
C14 1.120 -0.910 -3.978  1.09
O3 1.017 -0.099 -3.050  -0.01
C15 2.449 -1.380 -4.472  -1.56
H40 -1.063 -1.115 -4.500  0.02
H41 -0.037 -2.542 -4.782  0.39
H42 -0.044 -1.139 -5.818  0.48
H43 2.532 -1.192 -5.543  0.43
H44 2.521 -2.464 -4.393  0.42
H45 3.262 -0.995 -3.856  0.16
C16 3.945 2.040 -2.760  -0.90
C17 2.814 2.625 -1.877  0.79
O4 2.325 1.843 -1.073  -0.19
C18 2.266 4.060 -1.983  -1.22
H46 4.284 2.834 -3.426  0.40
H47 3.586 1.170 -3.310  -0.06
H48 4.758 1.798 -2.076  0.35
H49 1.185 4.077 -1.842  0.06
H50 2.480 4.448 -2.978  0.45
H51 2.811 4.690 -1.280  0.39
C19 -4.798 0.564 0.788  -0.50
C20 -4.073 1.868 0.514  0.72
O5 -2.858 1.976 0.692  -0.17
C21 -4.869 3.086 -0.038  -1.60
H52 -4.524 -0.132 -0.005  -0.16
H53 -5.872 0.743 0.754  0.54
H54 -4.517 0.233 1.788  0.15
H55 -5.811 3.113 0.510  0.46
H56 -5.139 2.897 -1.077  0.35
H57 -4.331 4.031 0.043  0.32
C22 3.352 -3.129 0.912  -0.83
C23 3.329 -1.911 0.074  0.70
O6 2.674 -0.958 0.410  -0.43
C24 4.175 -1.998 -1.180  -1.01
H58 3.188 -2.799 1.938  0.05
H59 4.370 -3.515 0.940  0.43
H60 2.562 -3.833 0.650  0.20
H61 4.607 -1.048 -1.493  0.24
H62 3.484 -2.304 -1.965  -0.02
H63 5.045 -2.653 -1.124  0.51

total charge: +1
total energy: -1960.9289 a.u.

=====

No. 3
9 unconnected molecules or ions with the total composition C24H63Br3F3N5O8PS8. Source: the OMol25 dataset; level of theory: wB97M-V/def2-TZVPD.

Last column: Mulliken charge in e.
CARTESIAN COORDINATES (ANGSTROEM)
N1 -0.717 3.959 4.325  -0.72
P1 -0.091 4.355 2.932  0.54
C1 -0.223 3.080 1.603  0.39
C2 1.046 3.108 0.726  -1.37
C3 1.127 1.944 -0.253  -0.50
Br1 0.358 2.393 -2.006  -0.16
N2 0.593 0.686 0.258  0.22
C4 -0.512 0.881 1.029  -0.53
N3 -1.665 0.353 0.705  0.92
N4 -1.700 -0.460 -0.437  -0.85
C5 -2.894 0.549 1.474  -0.94
C6 -4.125 0.775 0.565  -1.09
C7 -5.088 1.790 1.178  0.32
F1 -6.263 1.646 0.482  -0.31
Br2 -5.476 1.421 3.027  0.05
C8 -4.642 3.253 0.953  0.52
F2 -3.600 3.567 1.749  -0.10
F3 -4.297 3.429 -0.338  -0.23
Br3 -6.100 4.495 1.355  -0.07
N5 -0.336 1.707 2.108  0.15
H1 -1.098 3.020 4.319  0.24
H2 -0.780 5.467 2.412  0.06
H3 1.273 4.692 2.989  0.03
H4 -1.050 3.342 0.937  0.14
H5 1.909 3.019 1.387  0.47
H6 1.155 4.068 0.237  0.65
H7 2.172 1.763 -0.463  0.57
H8 0.422 -0.017 -0.462  0.34
H9 -2.008 0.077 -1.238  0.23
H10 -2.318 -1.242 -0.274  0.25
H11 -3.081 -0.336 2.068  0.08
H12 -2.842 1.412 2.121  0.55
H13 -3.793 1.210 -0.373  0.49
H14 -4.696 -0.135 0.437  0.32
H15 -1.009 1.559 2.850  0.39
C9 -0.613 -1.022 -4.788  -0.80
S1 0.517 -2.245 -4.111  0.40
O1 0.705 -1.900 -2.665  -0.57
C10 1.964 -1.674 -4.992  -0.84
H16 -1.589 -1.177 -4.330  0.28
H17 -0.250 -0.021 -4.553  0.17
H18 -0.695 -1.152 -5.866  0.40
H19 2.153 -0.630 -4.742  0.29
H20 1.812 -1.789 -6.064  0.38
H21 2.809 -2.285 -4.685  0.32
C11 4.776 -4.327 -8.046  -0.96
S2 4.100 -2.828 -8.770  0.42
O2 3.145 -2.261 -7.770  -0.59
C12 3.123 -3.637 -10.034  -0.89
H22 5.396 -4.043 -7.199  0.33
H23 3.962 -4.969 -7.711  0.30
H24 5.386 -4.840 -8.789  0.37
H25 2.420 -4.328 -9.567  0.35
H26 3.784 -4.171 -10.717  0.38
H27 2.579 -2.879 -10.589  0.26
C13 2.697 7.450 6.791  -0.95
S3 2.748 6.202 5.500  0.51
O3 2.097 6.775 4.282  -0.62
C14 1.555 5.118 6.280  -0.72
H28 3.361 8.263 6.503  0.33
H29 1.679 7.825 6.896  0.30
H30 3.042 7.009 7.726  0.35
H31 0.616 5.650 6.429  0.32
H32 1.959 4.776 7.233  0.44
H33 1.385 4.263 5.632  0.06
C15 2.289 -0.272 2.790  -0.41
S4 2.682 0.136 4.493  0.53
O4 3.475 1.396 4.447  -0.65
C16 3.832 -1.215 4.765  -0.92
H34 1.620 0.490 2.438  -0.48
H35 3.201 -0.275 2.190  0.47
H36 1.801 -1.247 2.746  0.34
H37 4.644 -1.166 4.040  0.32
H38 3.299 -2.163 4.678  0.37
H39 4.239 -1.117 5.767  0.29
C17 7.927 -1.270 7.507  -0.89
S5 7.902 -2.631 6.334  0.46
O5 7.107 -2.179 5.162  -0.57
C18 6.839 -3.702 7.312  -0.89
H40 8.511 -0.464 7.069  0.32
H41 6.909 -0.928 7.693  0.26
H42 8.396 -1.599 8.434  0.37
H43 5.895 -3.195 7.513  0.25
H44 7.341 -3.956 8.245  0.37
H45 6.658 -4.607 6.737  0.32
C19 -11.162 0.201 4.122  -0.92
S6 -9.839 -0.523 3.147  0.48
O6 -8.730 -0.850 4.082  -0.60
C20 -9.366 0.992 2.307  -0.71
H46 -11.569 -0.578 4.763  0.33
H47 -10.765 1.011 4.733  0.29
H48 -11.942 0.570 3.456  0.34
H49 -9.086 1.746 3.042  0.29
H50 -10.191 1.350 1.690  0.44
H51 -8.512 0.764 1.673  0.05
C21 -2.400 -3.567 1.787  -0.77
S7 -2.075 -3.145 3.507  0.41
O7 -1.395 -1.813 3.496  -0.51
C22 -0.818 -4.399 3.758  -0.99
H52 -3.146 -2.869 1.408  0.11
H53 -1.479 -3.483 1.208  0.26
H54 -2.794 -4.581 1.729  0.48
H55 -0.007 -4.255 3.044  0.30
H56 -1.265 -5.385 3.635  0.39
H57 -0.440 -4.293 4.773  0.35
C23 -0.485 -1.889 -12.949  -0.93
S8 0.727 -2.927 -13.775  0.42
O8 1.727 -3.328 -12.747  -0.53
C24 1.473 -1.613 -14.745  -0.93
H58 -1.040 -2.513 -12.253  0.31
H59 0.025 -1.092 -12.406  0.30
H60 -1.167 -1.471 -13.690  0.38
H61 1.850 -0.836 -14.080  0.30
H62 0.731 -1.204 -15.430  0.37
H63 2.296 -2.043 -15.312  0.31

total charge: +1
total energy: -13375.9225 a.u.

=====

No. 4
6 unconnected molecules or ions with the total composition C24H63N3O10. Source: the OMol25 dataset; level of theory: wB97M-V/def2-TZVPD.

Last column: Mulliken charge in e.
CARTESIAN COORDINATES (ANGSTROEM)
C1 0.114 6.432 0.227  -0.65
O1 0.896 6.674 1.399  -0.46
C2 1.353 5.518 2.077  -0.60
C3 0.225 4.441 2.191  0.23
N1 0.604 3.368 3.115  -0.30
C4 -0.411 2.387 3.290  -0.31
C5 0.263 1.295 4.071  -0.41
O2 0.153 1.283 5.285  -0.41
C6 1.076 2.111 5.958  -0.80
H1 0.401 5.517 -0.379  0.13
H2 0.068 7.294 -0.344  0.48
H3 -0.919 6.365 0.516  0.27
H4 1.757 5.736 3.055  0.42
H5 2.143 5.079 1.492  0.31
H6 0.107 4.031 1.171  -0.76
H7 -0.704 4.893 2.448  0.82
H8 0.649 3.853 3.996  0.16
H9 -0.746 1.998 2.334  -0.05
H10 -1.349 2.706 3.752  0.57
H11 1.295 1.133 3.744  0.49
H12 -0.328 0.439 3.772  0.11
H13 1.023 1.893 6.989  0.34
H14 0.810 3.189 5.913  0.30
H15 2.133 2.087 5.580  0.31
C7 -0.216 -7.192 -0.330  -0.71
O3 0.581 -6.054 -0.110  -0.46
C8 -0.157 -4.901 0.202  -0.34
C9 0.741 -3.768 0.641  -0.81
N2 0.003 -2.625 1.209  0.45
C10 0.064 -2.465 2.624  -0.41
C11 -0.607 -3.646 3.283  -0.66
O4 -0.902 -3.656 4.487  -0.45
C12 0.300 -3.701 5.352  -0.81
H16 -0.970 -6.929 -1.113  0.23
H17 -0.709 -7.444 0.570  0.34
H18 0.346 -8.055 -0.635  0.28
H19 -0.714 -5.227 1.061  0.46
H20 -0.914 -4.477 -0.438  0.25
H21 1.185 -3.415 -0.243  0.36
H22 1.491 -4.223 1.366  0.18
H23 0.430 -1.789 0.753  -0.24
H24 -0.420 -1.546 2.885  0.12
H25 1.085 -2.299 2.964  0.38
H26 -0.204 -4.685 3.158  0.44
H27 -1.526 -3.670 2.755  0.37
H28 1.086 -4.305 4.952  0.40
H29 -0.040 -4.307 6.202  0.29
H30 0.531 -2.700 5.744  0.23
C13 0.726 3.513 -3.434  -0.79
O5 1.208 2.232 -3.091  -0.26
C14 0.570 1.400 -4.076  -1.06
C15 0.971 -0.108 -3.997  0.05
N3 0.127 -0.751 -4.984  -0.35
C16 0.640 -2.068 -5.303  -1.17
C17 0.407 -3.033 -4.191  0.54
O6 0.423 -4.223 -4.432  -0.42
C18 0.006 -5.143 -3.401  -0.77
H31 -0.274 3.564 -3.052  0.23
H32 0.710 3.777 -4.464  0.46
H33 1.357 4.180 -2.897  0.20
H34 0.768 1.589 -5.132  0.43
H35 -0.498 1.556 -3.990  0.32
H36 0.820 -0.442 -2.966  -0.31
H37 2.001 -0.311 -4.290  0.78
H38 -0.788 -0.804 -4.581  0.41
H39 1.714 -2.015 -5.641  0.35
H40 0.201 -2.445 -6.257  0.37
H41 -0.603 -2.840 -3.803  0.02
H42 0.985 -2.754 -3.316  0.13
H43 0.742 -5.205 -2.601  0.38
H44 -0.305 -6.060 -3.903  0.32
H45 -0.878 -4.785 -2.847  0.24
O7 2.312 1.809 1.508  -0.66
C19 1.894 1.793 0.178  -0.64
C20 0.915 0.749 0.000  1.35
O8 1.600 -0.425 0.395  -0.62
H46 1.802 2.455 2.005  0.29
H47 1.512 2.741 -0.092  0.14
H48 2.687 1.599 -0.552  0.28
H49 0.514 0.618 -1.038  -0.23
H50 0.020 0.956 0.539  -0.29
H51 2.177 -0.123 1.108  0.40
C21 -1.343 -1.487 -1.330  -0.14
C22 -2.138 -0.663 -2.181  -0.07
O9 -2.495 -1.338 -3.310  -0.63
H52 -0.394 -1.752 -1.861  -0.07
H53 -1.851 -2.435 -1.175  0.36
H54 -1.055 -1.031 -0.413  0.03
H55 -1.643 0.218 -2.475  -0.31
H56 -3.038 -0.226 -1.647  0.42
H57 -3.027 -0.807 -3.894  0.36
C23 -1.703 2.792 -0.940  0.27
C24 -2.360 4.015 -0.726  -1.04
O10 -3.738 3.853 -0.974  -0.56
H58 -1.895 2.468 -1.967  0.23
H59 -2.029 2.023 -0.180  0.36
H60 -0.645 2.990 -0.683  -0.54
H61 -1.973 4.732 -1.406  0.47
H62 -2.136 4.364 0.235  0.26
H63 -4.028 4.621 -1.498  0.36

total charge: 0
ΔE to the lowest compared entry with this formula, charge and spin: 47.6 kcal/mol

=====

Question: Which value of total charge does entry 2 give?
Answer: +1

=====

Question: Which formula does entry 1 have?
Answer: C24H62O12

=====

Question: total charge of number 4 (C24H63N3O10)?
Answer: 0

=====

Question: Among the records above, which one has the lowest total charge?
Answer: C24H63N3O10